[1]
Formula: C22H23HoIN4O5
Source: the OMol25 dataset
Level of theory: the ωB97M-V functional and the def2-TZVPD basis

Positions of all 56 atoms, in Å:
Ho: 0.15664 -0.61784 0.05924
C: -0.38940 0.94569 3.70869
C: -1.67196 0.70957 2.96862
N: -2.73172 1.44267 3.30081
C: -3.89262 1.20840 2.68811
C: -4.06019 0.28122 1.67014
C: -5.43684 0.16458 1.04523
O: -6.44966 0.03579 2.02315
C: -2.93861 -0.44524 1.25682
C: -2.98980 -1.35069 0.09143
N: -2.00003 -1.51278 -0.70198
C: -2.17041 -2.32761 -1.86389
C: -3.35636 -2.31345 -2.58922
C: -3.50761 -3.10744 -3.71464
C: -2.46998 -3.91682 -4.14861
C: -1.26446 -3.92069 -3.46206
C: -1.13023 -3.12303 -2.33865
I: 0.72918 -3.19284 -1.41363
C: -1.74797 -0.27136 1.97478
O: -0.67252 -1.07617 1.77772
H: -0.56947 1.65587 4.51070
H: 0.38029 1.35717 3.04962
H: 0.00705 0.01750 4.11940
H: -4.74414 1.79197 3.01775
H: -5.48927 -0.64386 0.31128
H: -5.67138 1.08256 0.50622
H: -6.30629 -0.77325 2.52548
H: -3.92153 -1.87513 -0.11331
H: -4.15882 -1.65225 -2.28589
H: -4.43902 -3.08060 -4.26385
H: -2.58359 -4.53387 -5.02956
H: -0.44464 -4.53561 -3.80603
C: 4.96284 -0.75911 -0.80943
C: 5.02640 0.40045 0.17719
C: 3.83563 1.36373 0.10019
C: 4.07769 2.58543 1.02877
C: 3.05302 3.70960 0.97649
C: 3.71817 1.87656 -1.34834
O: 4.65933 2.33529 -1.92941
N: 2.49927 1.67339 -2.02526
C: 1.37333 1.25604 -1.38400
O: 0.37822 0.77724 -1.96348
N: 1.37435 1.20992 -0.01698
C: 2.55019 0.68940 0.49069
O: 2.42649 -0.34628 1.15745
H: 5.81576 -1.42321 -0.67697
H: 4.98565 -0.41044 -1.84366
H: 4.06448 -1.36389 -0.66265
H: 5.92738 0.98849 0.00511
H: 5.07301 0.02504 1.20046
H: 5.05669 2.96404 0.73093
H: 4.18523 2.20184 2.04607
H: 2.98113 4.14041 -0.02523
H: 3.36178 4.51158 1.64632
H: 2.05675 3.39231 1.28264
H: 2.49257 1.77970 -3.03076

Output
2S+1 = 5
total energy = -73281.313 eV
total charge = +1
HOMO level (spin up / spin down) = -11.60 / -11.61 eV


[2]
Formula: C62H64F8N4O6
Source: the OMol25 dataset
Level of theory: the ωB97M-V functional and the def2-TZVPD basis

Positions of all 144 atoms, in Å:
C: -5.93388 4.03926 -3.61680
C: -5.78661 2.84670 -4.49244
N: -4.42853 2.22558 -4.39371
C: -3.27910 2.39549 -5.18662
C: -2.33430 1.53123 -4.80436
N: -2.90203 0.84360 -3.71963
C: -4.07111 1.34001 -3.49615
C: -2.10857 -0.07424 -2.83266
H: -5.84730 3.92206 -2.53425
H: -6.89050 4.51293 -3.73084
H: -5.28089 4.88601 -3.92150
H: -5.83444 3.17109 -5.53826
H: -6.47677 2.02671 -4.47023
H: -3.18821 3.15425 -5.97224
H: -1.37209 1.22188 -5.22279
H: -4.67872 0.96981 -2.67699
H: -1.10344 -0.01476 -3.21245
H: -2.47825 -1.08729 -2.83071
H: -2.04324 0.28070 -1.79962
C: 1.19326 -0.64025 2.92308
C: 0.02951 -0.77916 1.93768
N: 0.51904 -0.62032 0.51426
C: 0.34818 0.41202 -0.38384
C: 1.02209 0.11000 -1.49547
N: 1.54043 -1.15726 -1.30293
C: 1.23817 -1.54827 -0.10662
C: 2.33099 -2.00668 -2.25390
H: 0.91853 -0.61714 3.95666
H: 1.78855 0.24083 2.74638
H: 1.88378 -1.49088 2.70020
H: -0.57995 0.09010 2.05266
H: -0.53689 -1.67512 2.03806
H: -0.36349 1.26494 -0.23709
H: 1.20124 0.58015 -2.48936
H: 1.56896 -2.44677 0.39687
H: 2.97338 -1.42741 -2.94721
H: 1.62224 -2.57636 -2.85431
H: 2.78943 -2.72575 -1.61018
O: -3.08746 -3.22904 -2.24332
C: -2.27249 -2.99601 -1.03093
O: -2.93079 -3.04422 0.02936
O: -1.02506 -2.85668 -1.36401
H: -3.97291 -3.18550 -1.92064
O: 1.96564 1.89834 -5.92093
C: 1.56325 1.30964 -4.72217
O: 2.45614 0.68371 -4.14162
O: 0.43258 1.55933 -4.30065
H: 2.88608 1.69409 -6.02860
F: 1.46467 -5.13478 4.38965
C: 1.10211 -5.27321 3.09954
C: 1.99025 -5.84529 2.19575
C: 1.58925 -5.90202 0.86020
C: 0.40808 -5.37089 0.47080
C: -0.41207 -4.69132 1.36619
C: -0.11884 -4.70934 2.72233
H: 2.97860 -6.27760 2.48066
H: 2.24208 -6.39666 0.11020
H: 0.14409 -5.28601 -0.53349
H: -1.27232 -4.12952 1.07225
H: -0.69532 -4.12599 3.39183
F: 0.99238 -4.48102 -4.49472
C: 0.56682 -3.32181 -5.07639
C: 1.57216 -2.60124 -5.73089
C: 1.23933 -1.42720 -6.32158
C: -0.12773 -0.98082 -6.30807
C: -1.05677 -1.78536 -5.70402
C: -0.71037 -2.97487 -4.99464
H: 2.57995 -3.02717 -5.66565
H: 1.98484 -0.84961 -6.85132
H: -0.39616 -0.11534 -6.78152
H: -2.06046 -1.48608 -5.78869
H: -1.44494 -3.52776 -4.51729
F: 0.75677 -1.02174 7.49395
C: 1.64233 -2.03451 7.63790
C: 1.37045 -3.30960 7.15378
C: 2.35117 -4.27889 7.25837
C: 3.55208 -3.96214 7.81795
C: 3.80557 -2.66778 8.25307
C: 2.88297 -1.67251 8.15107
H: 0.41166 -3.51925 6.67769
H: 2.14906 -5.27805 6.82600
H: 4.39028 -4.66058 7.99335
H: 4.78355 -2.44168 8.61390
H: 3.06467 -0.63020 8.30675
F: 0.90926 3.76952 3.52818
C: -0.42572 3.81482 3.75493
C: -1.08059 2.65136 4.07671
C: -2.46768 2.69170 4.24276
C: -3.15427 3.87735 4.07673
C: -2.51159 5.03057 3.75811
C: -1.10866 5.02812 3.56401
H: -0.39798 1.78977 4.16622
H: -2.99586 1.77572 4.51753
H: -4.21038 3.82239 4.24880
H: -3.05586 5.93306 3.53548
H: -0.53703 5.90125 3.34152
F: -1.99047 3.26145 -0.27561
C: -1.68985 4.13237 -1.28814
C: -2.10035 5.44990 -1.08118
C: -1.76718 6.43987 -1.99632
C: -1.01529 6.06772 -3.11883
C: -0.69295 4.71906 -3.33197
C: -1.03591 3.70997 -2.45625
H: -2.69243 5.70859 -0.17403
H: -2.21566 7.44177 -1.80068
H: -0.76260 6.75374 -3.92574
H: -0.08412 4.38478 -4.13158
H: -0.64636 2.73355 -2.58818
F: 2.75854 4.19637 0.31052
C: 3.28929 2.94418 0.07781
C: 3.79968 2.75914 -1.18832
C: 4.26867 1.46805 -1.53550
C: 4.28882 0.42413 -0.59110
C: 3.82169 0.66132 0.71583
C: 3.32960 1.91075 1.02254
H: 3.85712 3.61759 -1.85372
H: 4.62709 1.23720 -2.54337
H: 4.57851 -0.58096 -0.80207
H: 3.81355 -0.14866 1.42339
H: 3.04159 2.14662 2.02282
F: -2.48473 0.79885 1.58364
C: -3.65008 0.79240 0.92415
C: -4.06828 -0.36061 0.24099
C: -5.24749 -0.27878 -0.45996
C: -5.99100 0.91478 -0.44737
C: -5.62394 1.98358 0.30465
C: -4.39627 1.95781 1.02703
H: -3.48222 -1.31989 0.26443
H: -5.56112 -1.05845 -1.14741
H: -6.88079 0.89615 -1.07024
H: -6.21517 2.91741 0.21769
H: -3.99669 2.81820 1.56852
F: 4.95483 -4.55764 1.84254
C: 5.11066 -3.30462 2.38279
C: 4.22592 -2.88837 3.37635
C: 4.54166 -1.66697 4.05080
C: 5.70756 -0.89355 3.70784
C: 6.45303 -1.30198 2.64314
C: 6.11456 -2.48333 1.93630
H: 3.43102 -3.52721 3.55994
H: 4.01319 -1.30746 4.90409
H: 5.92671 -0.01249 4.31246
H: 7.32941 -0.72537 2.38239
H: 6.85999 -2.73007 1.12978

Output
total energy = -105316.179 eV
total charge = 0
HOMO level = -8.60 eV


[3]
Formula: C7H14N
Source: the OMol25 dataset
Level of theory: the ωB97M-V functional and the def2-TZVPD basis

Positions of all 22 atoms, in Å:
C: -1.88291 -1.00776 -0.45735
C: -1.20753 0.00235 0.08844
C: -1.82126 1.39580 0.23229
C: 0.01978 -0.29471 0.89369
C: 0.15397 -0.02423 2.18808
C: 1.15305 -0.98710 0.15010
C: 1.37825 -0.54526 -1.29002
N: 1.70523 0.92109 -1.32624
H: -1.42768 -1.98948 -0.54381
H: -2.82101 -0.87152 -0.98189
H: -2.05083 1.55594 1.29028
H: -2.77050 1.40520 -0.30478
H: -1.14198 2.11234 -0.21368
H: 1.08647 -0.09652 2.72459
H: -0.67786 0.40314 2.70435
H: 2.09605 -1.05568 0.69505
H: 0.80108 -2.01685 -0.00091
H: 0.64901 -0.88802 -2.02228
H: 2.23116 -1.14560 -1.64120
H: 0.95992 1.34455 -0.76293
H: 1.73864 1.30541 -2.27229
H: 2.61493 0.99694 -0.87482

Output
SMILES string = C=C(C)C(=C)CC[NH3+]
total energy = -8968.170 eV
ΔE to the lowest compared entry with this formula, charge and spin = 20.9 kcal per mole
total charge = +1
HOMO level = -12.81 eV


[4]
Formula: C31H39BiN5
Source: the OMol25 dataset
Level of theory: the ωB97M-V functional and the def2-TZVPD basis

Positions of all 76 atoms, in Å:
Bi: 0.10674 -0.03019 0.49881
N: 0.75700 -2.80054 2.88839
N: 0.69625 -2.10950 -0.76290
C: 1.20449 2.09474 0.02194
C: 2.31799 1.22649 0.34565
C: 2.14894 0.77122 1.70354
C: 3.06080 -0.18301 2.47676
H: 3.79979 -0.62546 1.80909
H: 2.50440 -0.98108 2.97852
H: 3.57632 0.43524 3.21606
C: 0.94618 1.36381 2.23460
C: 0.35832 1.08074 3.61511
H: 0.79866 1.81364 4.28277
H: 0.60428 0.07257 3.96951
H: -0.72518 1.19774 3.63242
C: 0.34914 2.18259 1.18852
C: -0.96746 2.94749 1.28281
H: -1.68873 2.45587 1.93449
H: -1.41815 3.10013 0.30234
H: -0.69585 3.91178 1.70707
C: 3.43732 0.80387 -0.61082
H: 4.27357 1.47614 -0.40490
H: 3.13615 0.92117 -1.65244
H: 3.76552 -0.22725 -0.44987
C: 0.95125 2.77846 -1.32616
H: -0.11219 2.93691 -1.51882
H: 1.37002 2.21572 -2.16269
H: 1.45302 3.74402 -1.25341
C: 0.09638 -3.47956 3.82544
H: 0.54938 -3.49311 4.82180
C: -1.12195 -4.13115 3.58793
H: -1.62368 -4.66241 4.39998
C: -1.66866 -4.07843 2.30551
H: -2.61017 -4.56750 2.07360
C: -0.99279 -3.38930 1.31466
H: -1.38084 -3.29303 0.30516
C: 0.22970 -2.80123 1.65773
C: 1.06170 -2.13427 0.65847
H: 2.12657 -1.98950 0.85446
C: 0.39241 -0.90867 -1.35194
C: 0.69630 -3.02910 -1.80918
H: 0.88756 -4.05022 -1.61897
C: 0.41456 -2.35243 -2.93275
H: 0.29751 -2.63068 -3.91941
N: 0.22271 -1.01074 -2.66342
C: -0.00276 0.12987 -3.49467
C: 1.01118 0.46540 -4.37524
C: 0.78360 1.55380 -5.23801
H: 1.57054 1.84135 -5.94038
C: -0.41265 2.27492 -5.20652
C: -0.65139 3.42276 -6.15785
H: -1.19289 4.24252 -5.67207
H: -1.25344 3.10968 -7.02100
H: 0.29012 3.82324 -6.54804
C: -1.39994 1.89711 -4.28993
H: -2.34176 2.44937 -4.24825
C: -1.20956 0.81709 -3.40930
C: -2.27103 0.45646 -2.40823
H: -2.37862 -0.62718 -2.27282
H: -3.25236 0.85525 -2.71202
H: -2.04963 0.88353 -1.41052
C: 2.31553 -0.27780 -4.41924
H: 2.25273 -1.20273 -5.01045
H: 2.67401 -0.56080 -3.41972
H: 3.10107 0.33986 -4.88395
C: -1.98871 -1.33414 5.13456
N: -2.66907 -0.85363 3.87629
C: -3.74800 0.14558 4.11562
C: -2.00511 -0.73595 2.83485
N: -1.30672 -0.53656 1.88314
H: -2.31777 -2.34375 5.36304
H: -2.23313 -0.66554 5.96292
H: -0.91464 -1.31424 4.97734
H: -3.26819 1.09977 4.38011
H: -4.33906 0.25104 3.21155
H: -4.37764 -0.17828 4.94336

Output
total energy = -46059.987 eV
total charge = -1
HOMO level (spin up / spin down) = -0.25 / -0.29 eV


[5]
Formula: C3H13O3S
Source: the OMol25 dataset
Level of theory: the ωB97M-V functional and the def2-TZVPD basis

Positions of all 20 atoms, in Å:
C: -2.92788 -0.54461 -0.96770
C: -1.80227 -0.44509 -1.94334
C: -0.38388 -0.94304 -1.39300
S: 0.65293 0.54200 -1.02158
H: -2.64076 0.07721 -0.09600
H: -3.14562 -1.51144 -0.49796
H: -3.88440 -0.03443 -1.14248
H: -1.91548 -0.98480 -2.88891
H: -1.56939 0.60266 -2.09660
H: 0.04311 -1.52830 -2.20038
H: -0.54571 -1.39661 -0.41871
H: 0.20120 3.86257 3.26578
H: 0.63546 2.45607 3.02058
O: 0.76853 3.19897 3.64251
H: 0.93572 0.84844 1.44241
H: 1.26757 -0.23186 2.47134
O: 1.42882 0.69262 2.26961
H: 1.41790 -3.29617 -1.42891
H: 1.13091 -2.19407 -0.33777
O: 1.35044 -3.12372 -0.49116

Output
total energy = -20300.448 eV
ΔE to the lowest compared entry with this formula, charge and spin = 29.1 kcal per mole
total charge = -1
HOMO level = -3.15 eV


[6]
Formula: C46H57CeCl2N4P3Si
Source: the OMol25 dataset
Level of theory: the ωB97M-V functional and the def2-TZVPD basis

Positions of all 114 atoms, in Å:
Ce: 1.74212 -0.79998 0.93249
C: 1.65405 -5.07711 -0.84207
C: 2.46663 -3.97025 -1.50665
C: 3.72721 -3.82072 -0.67038
P: 1.49779 -2.38274 -1.67504
C: 2.23321 -1.28407 -3.01912
C: 1.42321 -1.07717 -4.32111
C: 3.62946 -1.67658 -3.44658
C: -0.05487 -2.86912 -2.32784
C: -0.17214 -3.80342 -3.34438
C: -1.38956 -4.29567 -3.76549
C: -2.51683 -3.63986 -3.28290
C: -2.43887 -2.55320 -2.40198
C: -1.21238 -2.14521 -1.85009
Si: -1.19161 -0.62392 -0.68969
C: -1.25952 0.89484 -1.85103
C: -2.45047 1.09990 -2.57060
C: -2.44233 1.93914 -3.71135
C: -1.35997 2.79543 -3.90245
C: -0.20804 2.68582 -3.07997
C: -0.14640 1.77065 -2.04876
P: 1.32267 1.77261 -0.99259
C: 0.75144 2.94693 0.39978
C: 0.30388 4.27612 -0.11926
C: 1.89008 3.01045 1.49018
C: 2.86804 2.80684 -1.64074
C: 4.19391 2.21477 -1.11409
C: 3.02898 2.81114 -3.18830
C: -2.87702 -0.76135 0.24377
C: -3.27207 -2.08205 0.48493
C: -4.59487 -2.44721 0.87120
C: -5.54901 -1.39779 0.82857
C: -5.14344 -0.03018 0.77575
C: -3.77994 0.26000 0.63938
P: -3.13922 1.83165 1.24729
C: -4.40266 3.14141 0.70173
C: -4.53721 3.11209 -0.82555
C: -4.08707 4.57773 1.25174
C: -3.41049 1.48635 3.03193
C: -4.70675 2.10143 3.53924
C: -2.23363 1.99365 3.87752
H: 2.31912 -5.93418 -0.63917
H: 0.87371 -5.45027 -1.49788
H: 1.19397 -4.71680 0.08119
H: 2.81167 -4.18921 -2.52300
H: 4.40265 -2.99284 -0.90773
H: 4.31638 -4.71626 -0.81040
H: 3.44085 -3.74880 0.38820
H: 2.35964 -0.32243 -2.49027
H: 1.38626 -1.96486 -4.98054
H: 1.81532 -0.22716 -4.85863
H: 0.37080 -0.74557 -4.16969
H: 3.59306 -2.45472 -4.21026
H: 4.27419 -2.03685 -2.60095
H: 4.08173 -0.76643 -3.84524
H: 0.73310 -4.25684 -3.80853
H: -1.52192 -5.16219 -4.42444
H: -3.48649 -4.00739 -3.60098
H: -3.33797 -2.03571 -2.06349
H: -3.32287 0.49764 -2.38730
H: -3.30679 2.01390 -4.33712
H: -1.39040 3.62401 -4.63484
H: 0.51193 3.47654 -3.22025
H: -0.12314 2.37993 0.75087
H: 1.11377 4.95074 -0.39504
H: -0.33212 4.79496 0.60256
H: -0.29863 4.16976 -1.01631
H: 2.74682 3.57540 1.15750
H: 2.23492 2.04136 1.89692
H: 1.49748 3.50997 2.39080
H: 2.72852 3.85574 -1.32156
H: 4.35831 1.28745 -1.71525
H: 4.15774 1.98194 -0.05664
H: 5.04272 2.90279 -1.32622
H: 2.65325 1.89334 -3.63636
H: 4.11626 2.90986 -3.46615
H: 2.46552 3.64931 -3.71309
H: -2.49614 -2.83602 0.35866
H: -4.85612 -3.45550 1.19283
H: -6.61297 -1.56605 0.92411
H: -5.86089 0.74692 1.02801
H: -5.40173 2.88386 1.12143
H: -3.62313 3.45539 -1.31137
H: -5.28969 3.85737 -1.15837
H: -4.70695 2.14233 -1.26167
H: -4.90548 5.05106 1.80409
H: -3.72842 5.23552 0.49220
H: -3.27979 4.45105 1.95475
H: -3.42357 0.36228 3.05507
H: -4.76072 3.19493 3.54778
H: -4.96034 1.78465 4.59090
H: -5.60828 1.88628 2.93260
H: -2.01534 3.04355 3.70571
H: -1.37731 1.33791 3.73613
H: -2.48574 1.94247 4.93665
N: 4.23389 -0.51060 1.20822
C: 4.83264 -1.31091 1.88219
C: 5.37896 -2.06824 2.88504
C: 6.45004 -1.56254 3.61002
N: 7.31767 -1.14796 4.29671
C: 4.92790 -3.35168 3.27090
N: 4.47687 -4.39340 3.64347
Cl: 0.14129 -2.99498 2.29824
C: 0.98761 -2.21136 3.65758
C: 1.45446 -3.05917 4.66148
C: 2.19590 -2.54504 5.71006
C: 2.13451 -1.15210 5.99503
C: 1.59510 -0.33917 5.05389
Cl: 1.72441 1.37373 5.09434
C: 1.23815 -0.84523 3.72178
N: 1.19459 0.03790 2.67868
H: 1.31611 -4.13855 4.63166
H: 2.70474 -3.18266 6.39084
H: 2.45204 -0.69348 6.92218

Output
total energy = -128300.819 eV
total charge = 0
HOMO level (spin up / spin down) = -7.02 / -7.03 eV